1:
Formula: C33H26N4ORuS2Se2
Source: the Open Molecules 2025 dataset
Level of theory: the ωB97M-V functional and the def2-TZVPD basis

Summary:
Charge: +3
Lowest unoccupied orbital energy (spin up / spin down) (eV): -10.81 / -10.70
HOMO (spin up / spin down) (hartree): -0.5446 / -0.5449
Spin multiplicity: 2
HOMO-LUMO gap (spin up / spin down) (eV): 4.0 / 4.1

Last column: Mulliken spin population.
Element x y z (Å)
Ru 0.266 -0.269 0.702  0.98
Se -1.640 -0.755 3.140  0.09
Se -0.156 -2.858 2.207  -0.08
S 1.381 -1.398 -6.245  0.00
S -3.747 5.496 1.950  0.00
O 2.161 -1.323 0.547  0.01
N -0.899 1.449 0.479  0.00
N -1.331 -1.853 -0.023  0.01
N 0.267 -0.048 -1.383  0.01
N 0.855 0.276 2.662  -0.02
C -1.820 2.936 -1.215  0.00
C -0.553 1.340 -3.162  0.00
C 1.589 0.831 5.264  0.00
C -1.070 1.823 -0.837  -0.02
C -1.442 2.191 1.416  0.01
C -2.675 3.826 3.612  0.00
C 0.092 0.503 -4.082  0.01
C -1.942 3.255 -2.625  0.00
C 0.002 0.016 3.676  0.02
C -3.979 5.713 3.604  0.00
C 2.464 1.104 4.220  0.00
C -2.221 3.346 1.134  0.00
C -2.881 -4.056 -0.680  0.00
C -2.789 4.088 2.218  0.00
C -0.444 1.037 -1.813  0.00
C 1.483 -1.538 -4.558  0.00
C 0.803 -0.608 -3.662  -0.01
C 0.344 0.283 4.990  0.00
C 2.375 -2.753 -6.498  0.00
C 3.163 -3.490 0.510  0.00
C 2.074 0.813 2.936  -0.01
C -2.402 3.693 -0.213  0.01
C -3.343 4.740 4.388  0.00
C -1.332 2.498 -3.552  0.00
C 3.197 -1.998 0.529  0.00
C 4.515 -1.290 0.561  0.00
C -1.287 -2.975 0.699  -0.02
C 0.852 -0.832 -2.265  0.00
C 2.269 -2.611 -4.216  0.00
C -2.155 -1.819 -1.075  0.02
C -2.954 -2.892 -1.428  0.00
C -2.017 -4.107 0.409  0.01
C 2.783 -3.312 -5.336  0.00
H 2.186 -3.874 0.239  0.00
H 4.736 -1.036 1.607  0.00
H -4.575 6.545 3.964  0.00
H 1.882 1.028 6.289  0.00
H -3.485 -4.918 -0.939  0.00
H -2.129 2.984 4.025  0.00
H 4.461 -0.357 -0.001  0.00
H -1.923 -4.998 1.020  0.00
H -2.531 4.119 -2.913  0.00
H -2.999 4.556 -0.492  0.00
H -1.284 1.874 2.435  -0.01
H 3.425 -4.182 -5.284  0.00
H -3.388 4.728 5.469  0.00
H -2.174 -0.898 -1.648  0.00
H 3.932 -3.879 -0.158  0.00
H 5.326 -1.914 0.195  0.00
H -0.356 0.049 5.782  0.00
H -3.617 -2.812 -2.280  0.00
H 2.487 -2.900 -3.192  0.00
H 2.717 1.007 2.093  0.00
H 3.440 1.537 4.401  0.00
H -1.411 2.741 -4.607  0.00
H 2.610 -3.075 -7.503  0.00
H 3.416 -3.848 1.516  0.00
H 0.026 0.742 -5.140  0.00
H 1.376 -1.690 -1.865  -0.01

2:
Formula: C33H26N4ORuS2Se2
Source: the Open Molecules 2025 dataset
Level of theory: the ωB97M-V functional and the def2-TZVPD basis

Summary:
Charge: +3
Lowest unoccupied orbital energy (spin up / spin down) (eV): -9.80 / -10.17
HOMO (spin up / spin down) (hartree): -0.5517 / -0.5521
Spin multiplicity: 2
HOMO-LUMO gap (spin up / spin down) (eV): 5.2 / 4.9

Last column: Mulliken spin population.
Element x y z (Å)
Ru -0.309 0.242 0.168  0.90
Se -2.746 -0.188 1.437  0.03
Se -3.000 0.593 -0.796  0.02
S 1.780 -0.949 6.882  0.00
S 4.570 3.522 -3.786  0.00
O 0.477 -0.938 -1.729  0.04
N -0.943 2.204 0.186  -0.03
N -0.758 -1.853 0.513  0.02
N 1.431 1.112 -0.449  -0.02
N 0.791 0.137 1.915  -0.03
C 2.374 1.209 0.518  0.04
C 1.089 -2.215 -3.605  0.01
C 2.206 2.758 -4.385  0.00
C -2.155 4.660 -0.169  0.02
C -0.423 -2.229 6.982  0.00
C 0.457 -0.411 3.074  -0.01
C 4.004 3.822 -5.359  0.00
C 0.850 -1.056 5.434  0.00
C 1.307 -0.438 4.195  0.00
C 3.087 2.771 -3.328  0.00
C 4.230 1.327 2.594  0.00
C 0.285 -1.155 -2.930  0.00
C -0.306 -1.769 5.655  0.00
C -0.315 3.324 0.563  0.02
C 3.859 2.313 -0.991  0.01
C 2.948 0.721 2.847  0.00
C 3.617 1.803 0.287  0.00
C -0.895 4.570 0.401  -0.01
C -0.732 -0.404 -3.723  0.00
C -2.611 -3.120 1.335  0.00
C -2.819 3.491 -0.535  0.00
C -1.990 -1.929 1.038  0.01
C 4.547 1.840 1.386  -0.01
C -0.090 -2.978 0.255  0.00
C 0.643 -1.861 7.753  0.00
C 2.030 0.687 1.796  -0.01
C 2.560 0.147 4.062  0.00
C -0.639 -4.222 0.537  0.00
C -1.909 -4.297 1.079  0.00
C 2.732 3.361 -5.546  0.00
C 2.886 2.244 -1.983  -0.01
C -2.175 2.291 -0.339  0.01
C 1.669 1.628 -1.646  0.01
H 4.641 4.322 -6.070  0.00
H -1.624 -1.035 -3.801  0.00
H 0.871 1.553 -2.370  -0.01
H -0.358 5.451 0.723  0.00
H 2.198 3.455 -6.480  0.00
H 0.897 -2.865 -0.170  0.00
H 0.731 -3.187 -3.256  0.00
H -2.630 5.622 -0.310  0.00
H 0.815 -2.075 8.795  0.00
H 5.518 2.289 1.222  0.00
H -1.015 0.532 -3.244  0.00
H 1.002 -2.186 -4.687  0.00
H -0.065 -5.115 0.332  0.00
H 2.133 -2.128 -3.304  0.00
H 4.948 1.360 3.403  0.00
H -3.609 -3.134 1.753  0.00
H 3.251 0.153 4.896  0.00
H -1.252 -2.810 7.356  0.00
H 0.667 3.212 1.004  0.00
H -3.820 3.514 -0.944  0.00
H -0.388 -0.231 -4.741  0.00
H 1.208 2.343 -4.347  0.00
H -1.050 -1.980 4.900  0.00
H -2.358 -5.256 1.302  0.00
H 4.816 2.776 -1.201  0.00
H -0.529 -0.849 3.150  0.00

The most stable of them is 2.

1:
Formula: C31H76N5O13
Source: the Open Molecules 2025 dataset
Level of theory: the ωB97M-V functional and the def2-TZVPD basis

Summary:
Charge: -1
Lowest unoccupied orbital energy (eV): 2.30
HOMO (hartree): -0.2177
HOMO-LUMO gap (eV): 8.2

Last column: Löwdin charge in e.
Element x y z (Å)
O -3.562 5.772 1.983  -0.17
O 0.408 -2.936 -0.936  -0.01
O 4.258 -0.254 -1.759  -0.20
O -0.253 -6.714 1.675  -0.15
O 1.624 3.094 0.653  -0.09
O 0.018 -0.520 5.404  -0.20
O -0.840 -1.058 -0.735  0.02
O 1.222 -1.776 -5.534  -0.19
O -4.329 0.716 -3.068  -0.16
O 7.897 5.584 -0.100  -0.21
O -3.695 -5.333 -1.378  -0.12
O 0.753 -1.541 0.736  0.00
O -4.083 -0.816 2.849  -0.20
N -1.311 -2.905 -3.001  -0.04
N -1.536 1.044 1.168  -0.06
N -3.185 2.990 -0.429  -0.08
N 0.522 -3.325 2.985  -0.02
N 5.801 2.647 0.017  0.01
C 0.150 -1.970 -0.229  -0.79
C -3.770 -0.162 -3.927  -0.16
C 5.388 1.842 -1.104  -0.20
C 4.651 0.491 -0.668  -0.18
C -0.056 -2.575 4.160  -0.16
C 6.917 4.682 0.569  -0.23
C 2.172 -0.740 -5.587  -0.15
C -3.857 3.929 0.435  -0.21
C -4.945 -1.911 2.594  -0.07
C -2.267 0.768 2.343  -0.20
C -0.291 1.873 1.481  -0.14
C 6.654 3.722 -0.479  -0.27
C 0.795 0.555 5.842  -0.16
C 3.463 -1.254 -1.593  -0.17
C 0.385 -1.678 -4.304  -0.13
C -2.887 4.877 1.122  -0.21
C -0.637 -2.809 -4.270  -0.19
C -2.965 -4.143 -1.642  -0.10
C 0.512 -5.567 1.992  -0.17
C -4.141 2.144 -1.168  -0.27
C -2.171 -4.058 -2.991  -0.18
C -4.870 -5.454 -1.813  -0.24
C 0.724 -1.314 4.482  -0.24
C 8.319 6.607 0.790  -0.13
C 0.420 2.272 0.282  -0.11
C -2.938 6.842 2.266  -0.23
C -3.113 -0.442 1.920  -0.23
C -3.444 1.301 -2.182  -0.28
C -0.897 -6.695 0.569  -0.20
C -0.348 -4.400 2.445  -0.15
C 2.354 3.388 -0.307  -0.24
H -4.483 -0.503 -4.725  0.11
H 1.873 0.303 -5.616  0.08
H 5.970 5.354 0.889  0.17
H 5.430 -0.094 -0.105  0.14
H 2.544 -0.882 -1.084  0.10
H 0.781 -2.734 2.273  0.01
H 0.393 1.249 1.843  0.08
H 1.183 -5.937 2.715  0.11
H -0.073 -0.815 -4.440  0.07
H -2.623 2.139 -2.681  0.18
H -1.071 0.204 0.733  0.10
H -4.953 -5.529 -2.922  0.12
H -2.669 2.257 0.293  0.13
H -0.843 -4.727 3.251  0.08
H 3.697 0.908 -0.359  0.11
H 1.480 0.363 6.663  0.06
H -2.319 5.385 0.394  0.11
H -1.736 -6.372 0.951  0.05
H 2.597 2.682 -0.982  0.07
H -2.983 0.314 -4.590  0.10
H 8.681 6.280 1.697  0.05
H -4.375 -2.704 2.166  0.08
H -5.195 -2.177 3.453  0.00
H -2.763 0.625 -1.573  0.12
H -0.188 2.837 -0.340  0.11
H -0.949 -7.590 -0.032  0.10
H 2.922 -0.883 -4.856  0.05
H -3.625 -3.324 -1.723  0.11
H -0.495 2.691 1.990  0.08
H -0.979 -4.007 1.626  0.13
H 3.245 3.833 0.011  0.09
H -1.310 -2.839 -4.977  0.06
H -4.732 4.472 -0.076  0.15
H 6.221 4.433 -1.101  0.10
H 0.971 -1.803 -3.408  0.11
H 3.415 -1.721 -2.512  0.06
H 0.121 -3.632 -4.634  0.16
H -0.682 -3.244 -2.286  0.06
H 3.974 -1.995 -0.934  0.11
H 0.760 -0.835 3.524  0.10
H -2.828 -3.961 -3.713  0.07
H -3.485 7.513 2.916  0.08
H -0.059 1.284 6.445  0.14
H -1.644 -4.820 -3.264  0.07
H -0.072 -3.316 4.859  0.08
H -3.188 -0.865 -3.442  0.04
H 1.135 1.320 5.007  0.12
H 1.719 4.016 -0.524  0.03
H 9.299 6.996 0.389  0.10
H -1.410 -1.424 -1.342  0.00
H -4.762 1.350 -0.583  0.14
H 2.841 -0.759 -6.554  0.11
H -2.767 7.475 1.238  0.13
H -2.139 4.432 1.565  0.06
H 1.794 -1.573 4.720  0.14
H -1.827 0.368 3.293  0.13
H -2.603 -1.291 1.744  0.08
H 1.107 -5.323 1.214  0.09
H -0.494 -5.988 -0.058  0.07
H -5.204 -6.316 -1.484  0.04
H 7.353 4.230 1.531  0.14
H -3.688 -0.152 1.011  0.12
H 6.359 2.167 0.554  0.04
H 7.673 3.651 -1.021  0.16
H -2.254 -4.008 -0.923  0.08
H -4.134 3.205 1.281  0.12
H -5.655 -4.913 -1.290  0.10
H 7.717 7.440 0.814  0.06
H -1.998 6.458 2.712  0.10
H -4.932 2.708 -1.595  0.09
H -1.026 -2.201 4.024  0.09
H 4.704 2.173 -1.765  0.05
H -5.724 -1.518 1.795  0.14
H 0.645 1.464 -0.233  0.08
H -2.925 1.781 2.540  0.16
H 6.299 1.615 -1.931  0.17

2:
Formula: C31H76N5O13
Source: the Open Molecules 2025 dataset
Level of theory: the ωB97M-V functional and the def2-TZVPD basis

Summary:
Charge: -1
Lowest unoccupied orbital energy (eV): 2.26
HOMO (hartree): -0.1999
HOMO-LUMO gap (eV): 7.7

Last column: Löwdin charge in e.
Element x y z (Å)
O 57.215 29.987 54.694  -0.17
O 46.050 33.660 49.415  0.02
O 46.260 36.121 54.814  -0.17
O 46.828 34.068 51.466  -0.11
O 47.666 37.685 50.368  -0.20
O 41.009 32.973 50.323  -0.20
O 41.774 32.237 54.152  -0.24
O 45.040 32.846 51.283  0.10
O 36.720 27.131 53.282  -0.16
O 48.580 32.591 45.564  -0.18
O 41.276 36.764 55.843  -0.16
O 50.773 31.824 51.700  -0.19
O 47.861 29.477 52.932  -0.15
N 40.038 34.013 53.684  -0.06
N 39.921 29.040 53.889  -0.05
N 53.945 31.495 53.630  -0.08
N 46.739 32.956 53.232  -0.10
N 47.295 35.396 47.591  -0.07
C 47.564 33.429 46.210  -0.18
C 56.033 30.853 54.653  -0.17
C 45.971 33.569 50.635  -0.68
C 43.141 32.702 53.918  -0.03
C 46.074 35.120 53.889  -0.22
C 45.673 37.277 54.586  -0.18
C 41.761 33.309 49.186  -0.11
C 38.552 28.811 53.448  -0.23
C 48.017 37.137 51.622  -0.08
C 47.507 31.650 53.626  -0.10
C 39.967 33.888 52.245  -0.20
C 41.259 37.109 57.032  -0.29
C 49.803 32.967 51.545  -0.04
C 47.288 30.653 52.498  -0.23
C 55.096 30.505 53.537  -0.18
C 41.647 30.874 53.823  -0.21
C 48.159 34.482 46.994  -0.33
C 51.784 32.121 52.659  -0.19
C 38.108 27.362 53.591  -0.20
C 46.869 33.844 54.301  -0.22
C 40.126 30.509 53.760  -0.17
C 40.487 35.340 54.102  -0.16
C 47.042 36.830 49.490  -0.26
C 56.977 28.793 55.117  -0.25
C 52.911 30.980 52.800  -0.20
C 36.290 25.924 53.220  -0.22
C 40.539 35.489 55.610  -0.11
C 47.884 28.445 51.905  -0.11
C 47.997 36.050 48.630  -0.25
C 48.128 31.659 44.864  -0.27
C 41.290 33.726 51.490  -0.22
H 46.530 35.429 52.876  0.09
H 38.510 27.087 54.587  0.12
H 35.099 25.829 53.217  0.15
H 48.783 36.308 51.429  0.10
H 49.444 33.295 52.416  0.01
H 39.490 32.919 52.113  0.08
H 41.833 36.359 57.604  0.11
H 46.597 34.708 48.154  0.13
H 40.247 36.082 53.658  0.02
H 46.459 37.491 48.841  0.13
H 48.712 35.655 49.421  0.11
H 46.542 33.332 55.308  0.14
H 41.918 32.659 48.396  0.04
H 54.130 32.493 53.456  0.12
H 39.569 35.433 56.107  0.13
H 53.169 30.979 51.601  0.16
H 41.712 38.179 57.086  0.12
H 38.804 26.595 52.962  0.16
H 47.326 31.911 44.222  0.07
H 41.988 33.159 52.154  0.09
H 47.012 32.547 46.789  0.16
H 46.859 33.947 45.629  0.11
H 50.261 33.933 51.152  0.10
H 39.412 34.458 51.539  0.12
H 52.513 30.060 53.024  0.09
H 41.554 34.758 51.315  0.12
H 48.953 34.122 47.666  0.12
H 47.426 31.375 54.598  0.08
H 44.883 34.982 53.781  0.16
H 37.727 29.280 53.926  0.12
H 40.573 33.378 54.303  0.08
H 47.562 30.974 45.594  0.11
H 56.316 28.180 54.528  0.07
H 45.281 32.985 52.114  -0.04
H 57.976 28.369 54.964  0.10
H 36.725 25.415 53.927  0.02
H 48.800 35.081 46.238  0.15
H 48.501 37.940 52.211  0.08
H 41.397 34.252 48.618  0.11
H 52.181 33.047 52.272  0.12
H 41.055 34.711 56.015  0.09
H 48.504 31.902 53.554  0.06
H 41.896 30.539 52.794  0.14
H 46.300 30.663 52.380  0.08
H 39.903 30.742 54.887  0.15
H 45.633 37.471 53.635  0.01
H 46.304 36.432 49.895  0.04
H 47.837 30.997 51.630  0.12
H 42.868 33.664 53.749  0.03
H 42.792 33.252 49.745  0.12
H 41.581 35.152 53.783  0.13
H 48.041 34.198 54.358  0.16
H 48.827 36.721 48.006  0.17
H 48.420 28.781 51.020  0.06
H 36.697 25.499 52.317  0.08
H 49.021 32.559 50.832  0.11
H 51.293 32.096 53.409  0.01
H 43.437 32.216 52.877  0.12
H 43.856 32.366 54.578  0.07
H 46.370 38.152 54.790  0.12
H 40.246 37.367 57.297  0.08
H 54.691 29.598 53.536  0.06
H 48.115 27.379 52.044  0.08
H 56.681 28.651 56.264  0.13
H 40.557 28.609 53.282  0.08
H 55.472 30.705 52.497  0.14
H 42.150 30.318 54.411  0.06
H 46.933 36.989 52.196  0.12
H 56.257 31.938 54.664  0.13
H 47.273 33.384 52.541  -0.05
H 44.723 37.366 55.027  0.08
H 39.569 31.159 52.975  0.14
H 49.108 31.466 44.419  0.12
H 47.062 28.337 51.082  0.10
H 38.502 29.045 52.437  0.10
H 55.532 30.759 55.638  0.13

The most stable of them is 1.